# 1
This record from the OMol25 dataset describes a 12-piece molecular cluster, C36H48F8O36 overall at a distorted geometry. The level of theory is ωB97M-V/def2-TZVPD.

Properties
**Energy relative to the best compared isomer or geometry (same formula, charge and spin)**: 2.49 kcal/mol
**E_tot**: -4908.096539 Ha
**Charge**: 0
**HOMO-LUMO gap**: 10.3 eV
**SMILES**: O=C1OC[C@@H](F)O1.O=C1OC[C@@H](F)O1.O=C1OC[C@@H](F)O1.O=C1OC[C@@H](F)O1.O=C1OC[C@@H](F)O1.O=C1OC[C@@H](F)O1.O=C1OC[C@@H](F)O1.O=C1OC[C@@H](F)O1.COC(=O)OC.COC(=O)OC.COC(=O)OC.COC(=O)OC
**Spin multiplicity**: 1

CARTESIAN COORDINATES (ANGSTROEM)
C  6.011  -2.012  0.770
C  -3.677  -3.717  0.920
C  3.134  -2.660  4.955
C  0.336  0.221  -0.178
O  3.858  2.231  -3.807
O  1.709  -2.427  5.064
H  3.547  -3.099  5.863
C  2.532  -4.008  -3.149
C  -2.553  -3.497  -1.107
H  -1.062  4.180  5.192
O  -6.343  6.857  3.112
C  -1.090  3.857  -2.591
C  -5.846  1.480  1.381
H  -1.096  -0.454  -1.758
O  0.091  0.452  6.559
F  4.351  2.227  -0.829
C  -3.459  0.751  -5.335
H  1.766  -2.572  1.162
C  3.366  2.706  -1.618
O  3.128  -6.660  0.792
F  -3.983  -1.370  0.814
C  1.931  -5.991  0.985
O  5.041  4.081  -4.322
H  2.046  1.821  -2.984
C  -1.248  1.388  0.847
H  -3.251  -3.509  1.902
H  -3.369  1.380  -6.221
F  0.863  1.012  -1.075
O  -6.966  2.128  1.760
C  0.369  3.035  4.277
O  -0.898  2.408  5.972
H  -0.064  -2.145  -3.827
H  -4.402  -4.501  1.140
H  -1.130  -1.334  2.526
H  -3.139  7.264  0.731
C  1.010  -1.672  4.039
C  -0.967  3.147  4.857
H  -5.575  1.663  0.341
O  -3.407  -2.431  -0.993
C  -1.005  -0.229  -0.695
H  -4.485  0.943  -5.020
H  1.211  0.497  -5.158
O  -0.319  0.485  -3.542
C  -4.810  1.887  2.449
H  0.744  -3.725  0.223
H  6.383  -2.511  -1.322
O  -1.750  0.903  -0.273
H  -3.470  4.805  0.953
C  0.772  4.569  -3.723
C  -3.527  5.372  1.882
O  -0.729  0.855  -5.752
C  -6.877  2.573  3.030
H  3.567  -1.660  4.943
C  4.338  -0.817  -0.155
O  0.827  5.158  -2.539
C  3.152  -8.062  0.833
O  -2.590  -4.190  0.098
H  0.632  -3.861  1.904
H  -1.474  -1.054  -0.158
H  -0.780  5.547  -1.263
H  -1.118  0.036  3.573
H  4.151  -8.468  0.995
C  -4.242  -2.528  0.141
H  -4.068  1.126  2.688
H  -4.316  2.753  2.009
O  0.768  -6.420  0.927
O  3.464  -3.282  -2.728
O  -0.132  3.635  -3.608
C  -1.083  0.734  -4.416
C  3.523  -6.174  -2.851
C  -0.027  1.439  5.817
F  6.638  -1.243  1.641
C  -3.222  6.857  1.739
O  1.516  -1.077  3.029
O  1.571  4.714  -4.598
C  1.338  -3.574  1.124
O  3.977  3.780  -2.320
O  -7.809  3.057  3.652
H  3.538  -7.078  -3.460
C  0.649  0.609  -6.084
H  1.225  -1.885  -2.614
O  -1.739  -3.716  -2.023
O  4.553  -1.823  0.680
H  -5.322  -2.649  0.058
O  -0.224  -1.755  4.323
C  4.340  3.422  -3.582
F  0.321  3.943  -0.665
O  -4.295  7.496  2.394
H  0.981  -0.608  0.111
H  -1.867  4.483  -3.031
O  -0.075  0.900  1.019
H  4.475  -5.656  -2.962
H  -2.133  -1.321  3.965
H  2.959  -8.355  -0.199
F  1.108  3.954  4.764
O  3.339  -0.117  -0.210
H  3.383  0.633  -2.569
O  2.268  -4.727  1.131
F  -5.990  0.167  1.398
H  -1.404  3.001  -1.994
O  -2.532  0.913  -4.251
C  6.394  -1.628  -0.682
C  0.988  -2.305  -3.592
C  -0.213  4.713  -1.676
H  3.473  -6.666  -1.879
O  -4.881  5.340  2.357
O  0.701  1.732  4.762
H  0.825  -0.318  -6.630
C  -5.258  6.619  2.597
H  2.502  2.938  -0.994
H  6.206  -3.068  0.958
O  2.448  -5.344  -3.073
H  -3.568  -0.307  -5.571
O  -1.905  2.062  1.701
O  1.347  -3.636  -3.778
O  5.421  -0.656  -0.995
F  -2.612  4.793  2.646
H  3.323  -3.295  4.089
H  1.008  1.459  -6.665
H  -2.354  7.033  2.375
O  -5.600  2.399  3.491
H  2.434  -8.441  1.560
C  -1.150  -1.053  3.579
H  7.407  -1.237  -0.779
H  1.530  -1.711  -4.328
C  3.101  1.669  -2.755
H  0.372  3.091  3.189
H  -1.802  2.900  4.200

Results of the Mulliken charge analysis, in e, for atoms 1 through 5: 0.24, -0.48, -0.58, 1.31, -0.48

# 2
This record from the OMol25 dataset describes C36H48N3OOsSi as an isolated structure at a distorted geometry. The level of theory is ωB97M-V/def2-TZVPD.

Properties
**Energy relative to the best compared isomer or geometry (same formula, charge and spin)**: 0.00 kcal/mol
**E_tot**: -2020.074518 Ha
**Charge**: +1
**HOMO-LUMO gap (alpha / beta)**: 6.9 / 6.9 eV
**Spin multiplicity**: 1

CARTESIAN COORDINATES (ANGSTROEM)
H  1.986  -4.192  -5.589
H  1.108  -1.603  3.117
C  2.152  0.695  1.037
H  0.005  4.103  -0.259
C  0.218  -2.986  -5.428
C  -1.493  -2.232  1.267
O  1.262  0.095  0.198
C  2.795  1.562  3.185
C  0.244  3.040  -0.208
H  -2.127  3.704  -1.170
H  0.244  -3.942  0.033
H  1.114  -2.527  0.686
C  4.072  -0.950  -0.903
H  -3.297  0.153  -2.302
C  -0.123  1.386  -3.814
H  -0.167  0.269  2.208
C  2.068  -2.862  -3.908
C  -3.756  1.532  2.130
C  -2.733  -2.366  3.734
H  -1.418  -1.681  -5.042
H  -0.122  -1.127  4.298
H  4.770  2.368  3.349
H  3.525  0.831  -2.950
H  5.345  1.815  1.012
C  -0.442  -2.006  -4.700
H  0.836  2.833  0.681
C  3.444  0.984  0.540
Si  -0.821  -0.023  -2.757
C  -0.121  1.550  3.896
H  -2.022  -3.673  -0.774
C  -2.071  -3.473  3.243
C  1.403  -1.880  -3.186
H  0.468  1.737  4.795
H  3.056  -3.178  -3.599
C  -2.221  -1.127  1.726
H  -2.020  -4.387  3.817
C  0.784  -0.801  3.783
C  -2.796  -1.196  2.990
H  2.556  1.757  4.224
H  -4.901  2.948  3.248
H  -4.441  0.723  2.330
C  3.917  0.573  -0.839
H  -3.268  -0.336  3.430
H  -3.369  4.836  2.778
H  -1.107  1.207  4.218
H  0.884  -2.728  -1.065
C  -1.440  -3.396  2.009
N  -0.819  -2.095  -0.031
H  3.062  2.220  -1.960
C  4.041  1.895  2.705
C  4.356  1.588  1.393
H  2.067  0.760  -1.962
N  -0.980  2.211  -0.197
C  0.436  -2.877  -0.090
H  4.805  -1.289  -0.170
H  -2.779  2.064  -1.312
C  -1.770  -2.644  -1.040
H  0.932  1.563  -3.609
H  -0.634  2.345  -3.861
H  4.407  -1.268  -1.893
H  -0.247  -3.405  -6.310
H  -2.931  -1.252  -3.298
H  0.824  2.768  -1.089
C  -1.852  2.422  0.973
H  -0.169  0.960  -4.822
N  -2.158  0.045  0.894
Os  -0.612  0.074  -0.188
H  -0.244  2.498  3.373
C  0.539  0.496  3.007
H  -2.679  -2.046  -1.049
H  4.917  1.000  -0.946
H  1.566  -0.650  4.528
H  -1.502  4.522  1.202
H  -2.915  0.362  -4.007
C  -2.665  -0.212  -3.111
C  -1.866  2.654  -1.315
H  -0.894  -4.255  1.648
C  3.089  1.128  -1.994
H  -3.192  -2.395  4.713
H  1.910  -1.417  -2.350
H  -1.349  2.544  -2.255
C  -2.110  3.675  1.490
C  1.471  -3.425  -5.025
C  -3.175  3.858  2.361
C  0.132  -1.444  -3.551
H  -1.302  -2.639  -2.019
C  -4.024  2.798  2.634
H  3.128  -1.447  -0.675
C  1.830  0.963  2.377
C  -2.621  1.318  1.357

Results of the Mulliken charge analysis, in e, for atoms 1 through 5: 0.40, 0.21, 0.70, 0.62, -0.70